(1)
# C2H8N2S

A structure of composition C2H8N2S at a distorted geometry (ωB97M-V with the def2-TZVPD basis set, OMol25).

Positions of all 13 atoms, in Å:
1 C 2.1123 -0.3789 -1.3334
2 S 1.3481 0.6541 0.0272
3 H 1.7450 -1.4070 -1.0403
4 H 3.3290 -0.3706 -1.3665
5 H 1.7950 -0.1099 -2.3632
6 N -0.7833 -0.6608 1.3083
7 C -1.7886 0.1190 0.9152
8 N -1.5561 1.1173 0.0341
9 H -1.0280 -1.1870 2.1797
10 H 0.3409 -0.3059 1.0995
11 H -2.7743 0.1423 1.4966
12 H -2.1989 1.1510 -0.7721
13 H -0.5409 1.2363 -0.1850

Properties
**Max |F|**: 3.08 eV/A
**Total charge**: 0
**Frontier orbital gap**: 7.82 eV
**Calculated total energy**: -16017.275 eV

=====

(2)
# C29H29N2O5Sn

A structure of composition C29H29N2O5Sn at a distorted geometry (ωB97M-V with the def2-TZVPD basis set, OMol25).

Positions of all 66 atoms, in Å:
1 C 1.2533 2.5530 1.1580
2 C 0.0390 3.1586 0.6584
3 C -1.0610 2.4697 1.2028
4 H -0.0073 4.0213 -0.0059
5 C -0.6022 1.4443 2.0507
6 C 0.8288 1.4480 2.0406
7 H -1.2288 0.7919 2.6575
8 C 1.8833 0.6908 -2.3298
9 C 1.1236 1.8661 -2.6831
10 C -0.2183 1.4914 -2.8609
11 H 1.5400 2.8593 -2.8556
12 C -0.3633 0.0951 -2.6534
13 C 0.9161 -0.4169 -2.2549
14 H -2.1123 2.7183 1.0490
15 H 1.4853 0.9189 2.7340
16 H 2.2642 2.9505 1.1051
17 H 1.1784 -1.4762 -2.1903
18 H -1.0180 2.1393 -3.2290
19 H 2.9630 0.5553 -2.4115
20 Sn 1.2812 0.6529 -0.1327
21 C -1.5670 -0.7544 -3.0329
22 C -1.1998 -1.4711 -4.3675
23 C -2.8008 0.1190 -3.2923
24 H -0.9391 -0.7499 -5.1567
25 H -2.0566 -2.0630 -4.7196
26 H -0.3467 -2.1505 -4.2259
27 H -2.6206 0.8276 -4.1183
28 H -3.0800 0.6906 -2.3966
29 H -3.6553 -0.5100 -3.5836
30 C -1.8909 -1.8395 -1.9796
31 C -2.3908 -1.4008 -0.6057
32 H -0.9972 -2.4418 -1.8166
33 H -2.6587 -2.4812 -2.4159
34 O -1.6313 -1.0076 0.2908
35 N -3.7208 -1.4832 -0.3329
36 C -4.1385 -1.2348 1.0426
37 H -4.3829 -1.9193 -0.9572
38 C -4.5116 0.2042 1.2856
39 C -4.2292 0.8321 2.5102
40 H -3.7362 0.2368 3.2893
41 C -4.5731 2.1754 2.7116
42 H -4.3463 2.6501 3.6724
43 C -5.2203 2.8898 1.6914
44 H -5.5084 3.9299 1.8457
45 C -5.5068 2.2599 0.4745
46 H -6.0167 2.7940 -0.3295
47 C -5.1570 0.9174 0.2757
48 H -5.3841 0.4064 -0.6680
49 H -3.3136 -1.4840 1.7204
50 H -5.0002 -1.8914 1.2333
51 O 3.5171 0.6832 0.2612
52 C 3.4892 -0.5363 0.7137
53 O 2.3928 -1.2115 0.6908
54 C 4.6831 -1.1428 1.3133
55 C 4.6424 -2.4805 1.7519
56 C 5.7546 -3.0420 2.3589
57 C 6.9139 -2.2574 2.5318
58 C 6.9504 -0.9158 2.0910
59 C 5.8394 -0.3627 1.4760
60 N 8.0440 -2.8140 3.1688
61 O 8.0029 -4.0044 3.5589
62 O 9.0519 -2.0946 3.3256
63 H 3.7337 -3.0766 1.6173
64 H 5.7386 -4.0708 2.6977
65 H 7.8486 -0.3285 2.2343
66 H 5.8334 0.6722 1.1149

Properties
**Max |F|**: 4.30 eV/A
**Total charge**: +1
**Frontier orbital gap**: 6.16 eV
**Calculated total energy**: -49582.536 eV